ORCA calculation (the ωB97M-V functional and the def2-TZVPD basis) on a 3-piece molecular cluster, C21H48FNO13P2S overall.

Output
Structure (SMILES) = CCOC[C@@]1(CN)OS(=O)(=O)O[C@H]1CCCF.CCOP(=O)(OCC)OCC.CCOP(=O)(OCC)OCC
Energy = -3042.62847 hartree
LUMO = 0.18 eV

Geometry as ORCA input:
```
! RIJCOSX wB97M-V def2-TZVPD def2/J DEFGRID3
* xyz 0 1
H 2.428 1.606 -5.749
H -0.474 -2.379 -2.107
C -2.347 -5.264 -1.351
C 1.318 4.822 0.668
H 2.175 6.674 -0.003
H -0.804 -2.648 6.312
H 0.570 5.208 1.362
H 2.224 4.586 1.228
H -0.505 -4.239 -0.919
O 1.821 -0.905 3.494
O 1.700 1.578 3.581
O -3.363 -5.159 -2.358
H -2.967 -0.386 0.942
N -1.540 -4.460 2.059
O -5.721 -4.467 -1.786
C 2.568 7.669 -3.427
C 0.604 3.304 4.930
C 2.639 2.429 -5.065
C 2.749 6.504 -4.381
C 2.284 -1.535 1.182
H 2.535 8.609 -3.978
H -4.301 -3.215 0.650
C -2.267 -5.352 1.170
H -0.306 -5.788 -1.682
H 3.718 2.561 -4.990
H -3.937 -1.009 -0.382
C -2.926 -0.994 0.035
H -2.271 -6.337 -1.127
H 1.914 3.567 3.254
H 1.964 -2.837 2.855
O 0.367 4.471 -2.411
H -0.148 -2.289 -3.861
H 3.364 -1.627 1.302
H 0.508 -2.011 2.339
C 2.036 2.156 -3.698
S -4.773 -5.511 -1.650
H 3.381 7.706 -2.704
H 1.875 6.396 -5.029
C 1.622 5.830 -0.421
O 2.997 5.255 -3.695
H -1.205 -0.210 5.734
H -0.082 -4.883 -3.725
H -0.841 -3.913 1.579
H -1.985 0.724 -0.985
H -3.804 -3.022 -1.015
C 1.125 2.886 3.566
H 0.704 6.234 -0.849
F 1.332 -3.081 -2.696
C -0.901 -4.877 -1.713
H 1.635 7.578 -2.865
H -0.254 2.696 5.228
O 0.048 0.239 2.352
H -1.522 -6.064 0.798
O -2.432 -2.315 0.296
H -0.064 -0.439 7.054
H -2.201 -3.880 2.555
C -3.429 -3.268 -0.012
O -4.261 -5.442 -0.112
H 2.085 -0.505 0.886
H 0.331 2.931 2.814
P 1.793 4.616 -2.791
H 1.968 -2.202 0.377
H 1.372 3.172 5.691
H -0.971 -0.731 -0.733
H 2.230 3.345 -5.500
C -2.963 -4.731 -0.072
C 1.582 -1.885 2.480
H -2.969 -5.940 1.758
H -0.408 -2.282 4.633
H 0.291 4.349 4.918
H 0.944 2.113 -3.758
O -5.133 -6.830 -2.004
P 0.719 0.289 3.678
C -0.017 -2.887 -2.957
O 2.430 3.127 -2.726
C -0.217 -0.601 5.988
C -0.715 -4.241 -3.110
H 2.385 1.192 -3.330
C -0.129 -2.082 5.671
H 0.958 3.883 0.247
O 0.797 0.175 5.308
H 0.888 -2.447 5.811
C -1.962 -0.363 -0.996
H -2.273 -0.787 -1.954
H -1.648 -4.092 -3.655
H 3.612 6.679 -5.021
O 2.445 5.250 -1.431
*
```

Atom charges from the Mulliken analysis, given in e for atoms 1 to 5: 0.403, -0.297, -0.623, -1.015, 0.366


ORCA calculation (the ωB97M-V functional and the def2-TZVPD basis) on C21H48GeN2Si3W as an isolated structure.

Output
<S²> = 0.88
Energy = -3949.89896 hartree
LUMO (alpha / beta) = -10.99 / -11.37 eV

Geometry as ORCA input:
```
! RIJCOSX wB97M-V def2-TZVPD def2/J DEFGRID3
* xyz 3 2
H -2.209 0.779 -4.409
H 1.350 -4.885 -1.129
H 2.486 0.502 1.621
H 4.259 -1.932 -0.441
C -2.021 0.719 0.361
H 1.193 4.718 -1.535
H -5.907 0.663 0.370
H 1.689 2.028 2.069
H 0.735 -2.272 -2.586
N 1.993 1.766 -0.008
H 2.767 -0.091 -0.667
H -0.178 3.440 1.209
C 0.992 0.589 -3.993
H 1.294 3.157 -2.364
H -2.608 1.340 -2.796
H -3.265 -2.263 2.231
H 2.545 -2.490 2.912
H -4.692 2.425 1.585
C 3.007 -3.192 2.222
H -2.202 -1.166 -0.699
C -4.143 1.655 1.064
H 3.148 -2.327 -1.764
C 1.116 3.632 -1.390
C 1.126 -4.618 -0.100
H -2.217 3.397 -1.654
C -2.189 0.505 -3.357
H -3.219 -1.879 3.936
N -0.235 3.274 -0.920
C -2.732 -0.330 -0.244
H 3.160 3.385 -0.759
Si -0.916 -1.849 3.029
H -1.603 4.158 0.421
Si -0.415 -0.013 -2.819
H 0.068 -4.379 -0.036
H 3.388 2.024 1.568
C -2.756 1.664 1.081
C -1.205 3.686 -1.945
H 1.308 -5.507 0.499
H 3.923 1.262 -0.718
Ge 0.349 -1.184 0.666
C 0.005 -0.504 4.033
H -3.095 -0.590 2.757
H -0.944 -2.394 -2.058
H 1.069 -0.708 4.138
H -0.962 3.229 -2.906
H 2.050 3.811 0.541
H -0.119 0.484 3.590
H 4.063 -2.944 2.155
H 2.954 -4.183 2.670
Si 2.254 -3.195 0.466
H 0.650 -3.850 3.234
H -2.878 -0.327 -3.240
H 0.695 0.344 -5.011
H -2.255 2.408 1.688
C -2.798 -1.613 2.966
H -4.635 -1.169 -0.728
C -0.279 -1.929 -2.783
H 4.158 -3.558 -1.052
H -0.562 -2.316 -3.759
C -4.828 0.663 0.376
C -4.118 -0.351 -0.248
C 2.156 3.203 -0.361
H -0.060 4.989 0.336
H -0.878 -4.304 2.486
H 2.643 1.156 -1.935
C 2.877 0.976 -0.884
W -0.097 1.038 -0.494
H -0.797 -4.016 4.206
C -0.421 -3.673 3.244
H -1.183 4.775 -2.069
C -0.529 3.999 0.333
H -0.411 -0.461 5.038
C 2.410 1.569 1.388
H 1.194 1.658 -3.993
H 1.929 0.065 -3.818
C 3.561 -2.676 -0.822
*
```

Atom charges from the Mulliken analysis, given in e for atoms 1 to 5: 0.458, 0.388, 0.364, 0.376, 1.843


ORCA calculation (the ωB97M-V functional and the def2-TZVPD basis) on C21H48InN2O3 as an isolated structure.

Output
Energy = -1354.06948 hartree
LUMO = 2.28 eV

Geometry as ORCA input:
```
! RIJCOSX wB97M-V def2-TZVPD def2/J DEFGRID3
* xyz -1 1
H 5.267 1.951 0.469
H -3.792 -0.169 2.649
H -0.552 0.231 -4.212
H 2.867 4.436 3.282
H -2.068 3.570 2.923
C 2.167 2.496 -0.130
H -1.344 -2.364 -5.417
H -1.879 -0.707 -5.908
In -4.022 -1.764 -4.445
C -0.391 -0.564 -1.425
H -2.873 2.311 1.134
H 1.236 2.127 0.307
H -0.018 -1.455 -3.780
H -4.832 -2.481 -5.909
H 5.811 3.660 3.131
H -2.230 -0.878 3.898
H -0.530 4.065 4.703
C 2.928 3.376 0.855
C -4.216 -3.393 -2.837
O -1.527 -5.856 -3.070
H -2.341 2.430 4.235
C -1.595 -0.681 -2.458
H -0.642 -0.270 2.153
H 0.105 2.423 4.730
C 3.877 1.456 2.091
C -1.866 -1.433 -5.026
H -2.045 -4.322 -1.779
C 4.979 4.344 2.966
C -0.935 -0.784 -3.900
H -2.174 -1.592 -2.136
H -1.272 -5.415 -5.134
C 5.252 1.420 1.423
O -3.545 -4.625 -3.217
N -1.444 1.633 2.480
H 0.268 0.727 3.229
H 3.858 3.719 0.382
H -4.138 1.470 3.236
C -0.335 3.186 4.083
H -5.327 -3.633 -2.741
C -3.883 0.876 2.354
C 0.647 -5.010 -4.063
H 3.234 0.733 1.578
H 5.077 4.783 1.971
H 5.090 5.158 3.690
C -2.167 -4.577 -2.886
C -2.620 1.380 1.655
H 0.611 -4.506 -3.047
H -0.410 -6.901 -4.545
H -2.206 0.271 -2.329
N 3.176 2.732 2.139
C 3.629 3.656 3.171
O 1.821 -5.870 -4.088
H 3.968 1.055 3.107
C -1.633 2.708 3.442
H -4.924 -0.270 -4.016
C 0.586 -0.664 -0.689
H -0.624 -0.969 4.597
C -0.760 0.446 2.973
C -0.715 -5.848 -4.252
H 6.027 1.838 2.066
H -2.356 0.678 0.858
H -1.655 0.405 4.977
H -3.898 -3.023 -1.802
H -4.732 0.939 1.667
C -1.363 -0.280 4.177
H 1.913 3.073 -1.022
H 5.533 0.383 1.220
H 0.688 -4.204 -4.870
H 2.762 1.640 -0.455
H 2.315 4.269 1.024
H -1.689 -3.769 -3.537
H 1.255 -0.970 0.151
H 3.641 3.139 4.137
H 2.472 -5.384 -3.540
H 0.401 3.466 3.325
*
```

Atom charges from the Mulliken analysis, given in e for atoms 1 to 5: 0.252, 0.234, 0.366, 0.375, 0.458


ORCA calculation (the ωB97M-V functional and the def2-TZVPD basis) on C21H48N10ReSbSe4 as an isolated structure.

Output
<S²> = 0.87
Energy above the lowest of the compared OMol25 structures with the same formula, charge and spin = 0.0 kcal per mole
Energy = -11300.52514 hartree
LUMO (alpha / beta) = -4.06 / -3.89 eV

Geometry as ORCA input:
```
! RIJCOSX wB97M-V def2-TZVPD def2/J DEFGRID3
* xyz 1 2
H -0.212 -4.273 -1.386
C 0.428 0.435 3.340
H -0.201 2.982 3.335
Se 5.769 2.410 -1.188
N -0.220 -2.167 -1.035
H -1.980 3.693 -1.298
H 1.220 0.717 -5.544
C 3.056 0.957 -2.520
C -0.325 -3.331 -1.929
H -0.233 3.763 -1.072
H -2.051 0.129 3.931
H 2.969 -1.632 -2.936
C 0.713 0.951 5.731
N 0.204 1.230 -1.978
N -1.183 -0.345 0.050
H 0.481 -0.875 -5.809
Se 2.339 2.405 0.368
H -1.673 3.919 1.556
H -0.826 2.668 -3.184
N 0.122 1.155 2.265
H 0.434 1.875 6.240
H -1.659 2.109 2.968
H 0.023 3.780 1.117
H -2.939 1.607 -0.668
C -1.424 -0.517 -3.798
C -2.297 0.238 0.819
H -1.691 -0.184 5.621
H -4.450 -1.279 -0.502
H -2.077 1.459 5.101
H 0.629 0.129 6.450
H 2.631 -1.656 2.101
H -3.462 -3.353 0.620
H 2.799 2.006 -2.482
C -2.788 -3.432 -0.235
H -2.291 0.054 -4.144
H 1.345 -0.899 -0.346
H 2.868 -1.062 -4.603
Se 4.469 -1.219 0.075
H 3.932 0.847 -3.152
C -0.677 2.367 2.578
H -1.514 -0.698 -2.731
H -0.456 0.599 -6.088
N 1.944 0.171 -3.132
H 2.089 -1.361 5.158
C 2.319 -1.147 -3.661
H -1.862 -3.893 0.107
Re 0.500 1.079 0.130
C 1.318 -1.570 4.415
H -1.433 -1.488 -4.307
C 0.302 0.144 -5.450
H 1.754 1.047 5.421
H -1.881 1.561 -2.356
N -2.520 -2.111 -0.807
Sb 4.793 1.131 0.559
C -0.857 3.215 1.360
C -1.562 0.538 4.812
C -0.951 2.116 -2.256
C 2.491 -0.640 2.456
N 1.312 -0.568 3.344
C 1.130 -1.941 -0.492
H 1.437 -1.764 -3.818
C -2.484 1.642 0.313
C 0.660 0.509 -3.013
H 1.272 -2.456 0.458
H 1.863 -2.312 -1.203
C -1.307 -1.507 -0.562
H 1.542 -2.538 3.969
H -4.119 -1.842 -2.136
N -1.168 2.362 0.174
Se 5.053 1.667 2.873
H 2.394 0.007 1.605
H -3.379 -0.351 -1.556
H -3.248 -4.096 -0.969
N -0.161 0.157 -4.058
H 0.472 -3.274 -2.667
H 3.339 0.610 -1.533
H 0.352 -1.630 4.903
H -2.023 0.246 1.862
C -3.675 -1.355 -1.267
H -1.280 -3.335 -2.442
H 3.389 -0.338 2.986
H -3.151 2.210 0.961
N -0.146 0.747 4.562
H -3.235 -0.302 0.751
C -1.081 3.097 -1.132
*
```

Atom charges from the Mulliken analysis, given in e for atoms 1 to 5: 0.417, -0.312, 0.722, -0.511, 0.893


ORCA calculation (the ωB97M-V functional and the def2-TZVPD basis) on a 5-piece molecular cluster, C21H48N4O10PS2 overall.

Output
Energy = -2938.22576 hartree
LUMO = 1.95 eV

Geometry as ORCA input:
```
! RIJCOSX wB97M-V def2-TZVPD def2/J DEFGRID3
* xyz -1 1
O 2.420 7.086 -0.055
H -1.044 -1.031 0.065
H -3.453 -3.599 1.031
N 4.528 6.397 0.239
C 5.950 6.342 -0.009
P -2.377 0.915 -0.187
H 6.220 7.041 -0.795
H -2.866 -0.324 -1.922
H 1.129 -5.578 3.610
H -7.558 -0.222 -2.497
C 1.410 3.561 2.125
H 6.255 5.342 -0.325
O -1.493 1.725 -1.276
O 1.989 -2.737 2.679
H 1.711 2.912 2.950
N 1.089 -3.024 4.707
H -1.617 -6.256 -0.806
C 3.680 -1.181 -1.527
H -1.905 -5.003 -2.023
H 2.625 5.161 2.926
C -6.726 -0.913 -2.641
H 4.188 -2.138 -1.401
C -1.879 -4.270 0.012
H -0.037 -4.649 5.356
C 1.338 -3.433 3.428
H 4.141 5.788 0.945
H 4.532 7.561 -2.281
C -1.355 -0.235 0.750
O -3.351 -0.038 -1.134
H 6.516 6.604 0.887
H 2.034 3.300 1.264
H 1.624 5.648 1.555
O 5.668 0.561 -1.509
H -0.535 -3.100 6.036
H 2.844 -1.319 -2.213
C 1.036 0.505 0.646
O -3.232 1.820 0.596
H 4.781 8.833 -1.076
S -0.313 3.219 1.692
H -5.022 -4.439 -0.735
H -6.013 -3.069 -5.959
O 3.878 0.840 -3.174
H 3.788 -0.912 0.607
O 5.461 -0.962 -3.448
C 4.063 8.110 -1.464
C -0.474 1.472 2.381
N -5.955 -0.528 -3.807
S 4.847 -0.186 -2.415
H -5.938 -3.267 -4.197
H -3.856 -5.732 -1.019
C -6.305 -2.635 -5.007
H 0.876 5.408 3.139
H 3.391 0.542 -0.266
H 1.025 -4.913 1.960
H -7.126 -1.915 -2.758
H -0.342 -5.082 -1.189
H 3.193 8.638 -1.844
O -5.028 -0.795 -5.838
H -4.758 -5.683 0.495
C -1.413 -5.218 -1.074
C 0.748 -4.758 2.997
C 3.590 7.170 -0.376
H -1.294 1.240 -2.084
O -1.116 -3.525 0.590
H -2.102 -0.686 1.418
H 0.937 -3.892 6.616
H 0.174 1.505 3.266
H -5.529 0.386 -3.799
C 1.641 5.034 2.457
N -3.211 -4.270 0.318
H 0.774 1.169 -0.208
C -5.706 -1.245 -4.929
H 1.472 -2.114 4.910
H -6.097 -0.884 -1.749
H 1.811 1.002 1.242
C 3.190 -0.535 -0.223
C 0.328 -3.696 5.730
C -0.150 0.266 1.559
H -0.340 -4.737 3.068
H -7.394 -2.598 -4.949
H 3.304 1.270 -2.515
H 1.184 -1.072 -0.864
C -4.264 -5.069 -0.262
H -1.502 1.423 2.747
H 1.597 -1.569 0.777
C 1.694 -0.756 0.056
*
```

Atom charges from the Mulliken analysis, given in e for atoms 1 to 5: -0.626, -0.030, 0.234, -0.069, -0.872


ORCA calculation (the ωB97M-V functional and the def2-TZVPD basis) on a 5-piece molecular cluster, C21H49BO9 overall.

Output
Structure (SMILES) = CCB(O)COC(=O)CCCOC(C)=O.CC(C)O.CC(C)O.CC(C)O.CC(C)O
Energy above the lowest of the compared OMol25 structures with the same formula, charge and spin = 0.0 kcal per mole
Energy = -1531.56329 hartree
LUMO = 0.31 eV

Geometry as ORCA input:
```
! RIJCOSX wB97M-V def2-TZVPD def2/J DEFGRID3
* xyz 0 1
H -2.001 4.771 -0.813
H -0.964 4.705 2.415
H -2.824 2.887 0.206
C 1.087 1.911 2.368
H 1.063 0.956 1.840
H 2.107 -4.332 3.058
O -1.343 5.112 -3.336
C 1.496 -3.932 3.869
H -3.408 4.495 -1.781
H -6.878 0.515 -3.247
C 1.089 -1.936 5.342
H -2.456 -4.047 -4.033
H -0.842 0.214 -1.582
H 0.638 -0.973 0.200
H -3.234 -4.651 -1.630
O 4.411 -1.241 -0.544
O -3.320 -2.076 -2.413
C -3.634 1.795 -1.415
H -0.098 2.941 0.901
O 1.845 -1.682 3.061
H 5.068 -2.876 1.486
C -5.635 2.094 -2.576
C 0.480 2.862 -2.635
H 7.499 -1.000 0.784
O -6.031 2.849 -3.410
C -6.021 0.628 -2.597
H 1.181 3.371 -3.301
H -1.550 -4.616 -1.080
H 2.981 -2.519 4.509
H 1.164 -2.543 6.246
H -4.009 -2.638 -2.778
H 0.129 1.223 -0.467
C 1.930 -2.516 4.215
H 0.457 -3.941 3.528
H 1.068 1.689 3.439
C 6.765 -1.228 0.010
O -0.876 2.945 -3.107
C -0.099 4.107 2.705
O -4.840 2.560 -1.575
H 0.570 3.272 -1.621
C -2.151 -2.882 -2.238
H -0.156 3.956 3.786
H -3.322 1.315 -2.343
H 4.489 -2.170 -0.784
H 0.807 4.673 2.482
H 0.925 -1.661 2.778
H -1.611 2.175 -0.836
C 0.992 -0.715 -0.804
H 6.985 -0.619 -0.868
H 2.494 0.488 -3.205
C -2.556 2.709 -0.837
H -5.182 0.037 -2.969
C -1.683 -3.419 -3.581
C 5.348 -0.971 0.500
H 0.776 -1.577 -1.435
H -2.772 -3.599 -0.298
H 6.885 -2.275 -0.282
H -1.485 -2.599 -4.273
B 0.818 1.281 -2.516
C -2.440 4.073 -1.530
C -0.108 2.770 1.980
H 1.412 -0.921 5.577
O -1.321 2.071 2.265
H 2.059 -0.534 -0.707
H -6.216 0.281 -1.582
H -1.388 -2.222 -1.824
H -3.836 1.026 -0.663
H 1.582 -4.596 4.730
H 0.038 -1.884 5.047
H 5.234 0.086 0.744
C 5.008 -1.809 1.722
H -1.348 1.913 3.213
C -2.437 -4.005 -1.253
C -1.506 4.100 -2.728
H 3.987 -1.606 2.047
H 2.028 2.412 2.136
C 0.173 0.498 -1.284
H 5.689 -1.600 2.549
O 1.593 0.655 -3.486
H -0.774 -4.012 -3.476
*
```

Atom charges from the Mulliken analysis, given in e for atoms 1 to 5: 0.298, 0.377, 0.500, -1.364, 0.144